1.
Molecular formula: C16H44BrN4O4
Method: DFT, wB97M-V/def2-TZVPD

```
69
C16H44BrN4O4, DFT wB97M-V/def2-TZVPD
Br -3.06064 -14.22059 -11.41356
C -5.17644 -17.00338 -9.54104
C -6.32454 -16.68860 -10.42530
O -7.40001 -17.14889 -10.27952
N -6.06982 -15.77362 -11.59999
H -5.13608 -15.32294 -11.58435
H -6.21547 -16.28791 -12.47134
C -7.19852 -14.74944 -11.69782
H -5.00890 -18.07381 -9.69027
H -5.49880 -16.83660 -8.51425
H -4.22780 -16.50681 -9.73464
H -6.92670 -14.07299 -12.50802
H -7.15093 -14.11310 -10.81636
H -8.18938 -15.15634 -11.86172
C -3.98852 -12.19695 -14.99405
C -3.43691 -10.96642 -14.37884
O -3.28899 -9.92545 -14.90840
N -2.89512 -11.09279 -12.95392
H -3.33484 -10.31776 -12.45328
H -3.23875 -11.99166 -12.58641
C -1.37349 -10.80624 -12.96688
H -3.64406 -12.22031 -16.02661
H -5.07548 -12.13147 -14.92391
H -3.60851 -13.09644 -14.50745
H -1.03837 -11.08960 -11.97412
H -1.32408 -9.77648 -13.29911
H -0.93933 -11.52335 -13.65866
C -1.59748 -18.26317 -14.21715
N -0.48611 -17.23505 -14.30488
C -1.20510 -15.89307 -14.40520
C 0.30273 -17.22718 -13.01461
C 0.51772 -17.33442 -15.46959
C 1.47609 -18.51527 -15.33652
O 0.66730 -19.67538 -15.30035
H -2.29210 -17.93039 -13.44898
H -1.12372 -19.18270 -13.89192
H -2.10758 -18.26748 -15.17588
H -1.96080 -15.87638 -13.62142
H -1.63592 -15.75426 -15.39412
H -0.51155 -15.07872 -14.20200
H 1.11357 -16.49881 -13.03646
H 0.73251 -18.21992 -12.92575
H -0.26841 -16.94402 -12.13200
H 1.04757 -16.38687 -15.43194
H -0.10689 -17.50576 -16.34361
H 2.11775 -18.53148 -14.45298
H 2.13484 -18.50753 -16.20929
H 1.19924 -20.47843 -15.26856
C 1.43719 -13.71947 -7.63463
N 0.50982 -13.89736 -6.45114
C 1.29077 -14.06244 -5.18193
C -0.38395 -12.64723 -6.37075
C -0.34883 -15.16066 -6.57450
C -1.05769 -15.35403 -7.94050
O -1.88697 -14.25783 -8.21608
H 0.88218 -13.53049 -8.54849
H 2.03028 -14.63018 -7.67321
H 2.06646 -12.85278 -7.44520
H 1.83019 -15.00596 -5.19141
H 0.58620 -14.06314 -4.35123
H 1.97811 -13.23793 -5.00368
H 0.32575 -11.82471 -6.28948
H -0.93311 -12.82636 -5.45169
H -0.97384 -12.46635 -7.25882
H -0.90119 -15.21278 -5.63980
H 0.38434 -15.96868 -6.52834
H -1.52012 -16.34508 -8.01004
H -0.31602 -15.47822 -8.74151
H -2.11383 -14.20436 -9.16407
```

## Properties
frontier orbital gap = 10.2 eV
calculated total energy = -101473.51068 eV
total charge = +3
energy relative to the best compared isomer or geometry (same formula, charge and spin) = 121.4 kJ/mol
F_max = 2.1 eV Å⁻¹



2.
Molecular formula: C27H24N3O2ReS5Sb
Method: DFT, wB97M-V/def2-TZVPD

```
63
C27H24N3O2ReS5Sb, DFT wB97M-V/def2-TZVPD
Re 1.65073 1.16932 -0.08126
C 1.20666 2.00705 4.27169
C 0.54880 0.88035 4.73169
C 0.26497 -0.14371 3.84276
C 0.64264 -0.01116 2.51475
N 1.29358 1.08250 2.08003
C 1.56500 2.06694 2.93759
C 0.39511 -1.07648 1.50940
C -0.48975 -2.11432 1.74865
C -0.64831 -3.09490 0.78444
C 0.11558 -3.03827 -0.36378
C 0.98771 -1.97121 -0.54910
N 1.07992 -0.98147 0.35254
C 1.86415 -1.94645 -1.75059
C 1.34933 -2.19709 -3.01123
C 2.20844 -2.13411 -4.09954
C 3.53934 -1.82821 -3.88920
C 3.97048 -1.59874 -2.59093
N 3.15546 -1.67581 -1.54492
H 1.44633 2.83153 4.92728
H 0.26189 0.79319 5.77087
H -0.23065 -1.03842 4.18765
H 2.08305 2.92096 2.51934
H -1.06623 -2.14724 2.66015
H -1.34616 -3.90642 0.94049
H 0.06313 -3.81565 -1.11206
H 0.29242 -2.38188 -3.14428
H 1.83113 -2.29477 -5.10046
H 4.23618 -1.73862 -4.70985
H 4.99249 -1.30799 -2.38167
S 3.47787 4.63434 -3.55022
Sb 3.73901 2.83117 -2.26413
S 1.92662 1.19349 -2.37424
S 2.67441 3.15988 -0.01420
S 5.68203 1.70265 -2.05271
C -7.01877 -0.90821 -0.89448
C -8.06128 0.17566 -0.83626
O -9.24159 -0.02644 -0.91958
S -7.52511 1.88327 -0.71293
C -5.75542 1.76392 -0.58521
C -5.14629 1.76287 0.66581
C -3.76959 1.67966 0.76885
C -2.97576 1.60641 -0.37931
C -3.59341 1.63387 -1.63368
C -4.97085 1.71575 -1.73348
C -1.55413 1.51657 -0.27785
C -0.34047 1.46242 -0.20206
H -7.53239 -1.86435 -0.95756
H -6.38021 -0.87563 -0.01257
H -6.37718 -0.76774 -1.76460
H -5.75904 1.82786 1.55588
H -3.29220 1.68077 1.73994
H -2.97857 1.60033 -2.52294
H -5.44672 1.74421 -2.70528
C 5.62879 -0.53419 1.21975
C 4.26196 0.05442 1.49115
O 3.55539 0.21527 0.25841
H 6.20355 -0.59275 2.14450
H 6.15989 0.09353 0.50455
H 5.54322 -1.54194 0.80785
H 4.34295 1.05363 1.92186
H 3.67754 -0.57445 2.17445
H 3.58233 -0.61516 -0.31019
```

## Properties
spin multiplicity = 2
frontier orbital gap (alpha / beta) = 5.4 / 5.3 eV
calculated total energy = -99798.52999 eV
energy relative to the best compared isomer or geometry (same formula, charge and spin) = 0.0 kJ/mol
F_max = 0.7 eV Å⁻¹